16 unconnected molecules or ions with the total composition C32H96O16 at a distorted geometry, computed with ωB97M-V/def2-TZVPD.

Summary:
ΔE to the lowest compared entry with this formula, charge and spin	0.00	kJ/mol
E	-67499.44660	eV
HOMO energy	-9.24	eV
total charge	0

Geometry (Å):
C: -2.487 -3.918 -2.594
C: -2.459 -2.646 -1.761
O: -1.795 -1.588 -2.457
H: -1.566 -4.036 -3.165
H: -3.340 -3.941 -3.270
H: -2.590 -4.763 -1.910
H: -2.005 -2.770 -0.776
H: -3.479 -2.265 -1.614
H: -1.586 -0.902 -1.790
C: 1.943 -4.006 -1.210
C: 1.335 -5.275 -1.762
O: 0.139 -5.603 -1.041
H: 2.598 -3.559 -1.958
H: 2.474 -4.207 -0.275
H: 1.227 -3.240 -0.901
H: 2.034 -6.107 -1.625
H: 1.103 -5.146 -2.823
H: -0.382 -6.221 -1.562
C: 2.051 3.197 3.911
C: 1.575 2.717 2.538
O: 0.232 3.102 2.343
H: 1.932 4.282 3.985
H: 3.112 3.012 4.104
H: 1.470 2.765 4.726
H: 1.753 1.636 2.505
H: 2.182 3.192 1.766
H: -0.343 2.639 2.977
C: -6.410 0.407 -1.651
C: -5.112 1.037 -2.167
O: -5.047 2.372 -1.726
H: -7.301 0.970 -1.924
H: -6.317 0.359 -0.562
H: -6.530 -0.628 -1.979
H: -5.114 0.958 -3.262
H: -4.321 0.383 -1.779
H: -4.115 2.635 -1.791
C: -1.321 -3.656 2.206
C: 0.079 -4.255 2.239
O: 0.038 -5.598 1.806
H: -1.356 -2.616 2.554
H: -2.022 -4.193 2.843
H: -1.691 -3.582 1.181
H: 0.489 -4.198 3.251
H: 0.725 -3.608 1.630
H: 0.022 -5.552 0.832
C: -3.953 -1.111 1.318
C: -4.555 -2.496 1.353
O: -4.575 -2.975 2.697
H: -2.911 -1.110 1.637
H: -4.491 -0.454 2.006
H: -4.053 -0.715 0.308
H: -3.951 -3.174 0.737
H: -5.572 -2.542 0.944
H: -4.477 -3.930 2.665
C: 6.025 0.770 0.713
C: 4.721 1.134 1.434
O: 3.684 0.665 0.554
H: 6.006 1.159 -0.305
H: 6.100 -0.319 0.687
H: 6.972 1.146 1.114
H: 4.598 2.215 1.514
H: 4.614 0.677 2.419
H: 3.536 -0.271 0.789
C: 0.121 -0.777 4.485
C: -1.196 -0.103 4.187
O: -0.993 1.320 4.236
H: 0.849 -0.499 3.719
H: -0.006 -1.857 4.363
H: 0.509 -0.567 5.479
H: -1.978 -0.332 4.911
H: -1.483 -0.417 3.179
H: -1.890 1.719 4.186
C: -0.380 6.740 -0.868
C: -0.565 5.919 0.372
O: -0.420 4.538 0.076
H: -1.146 6.536 -1.620
H: 0.594 6.507 -1.306
H: -0.381 7.815 -0.687
H: -1.508 6.161 0.879
H: 0.191 6.166 1.127
H: -0.057 4.050 0.839
C: 2.110 3.683 -3.038
C: 2.665 3.227 -1.706
O: 3.341 1.994 -1.814
H: 1.414 2.934 -3.429
H: 2.912 3.831 -3.755
H: 1.472 4.549 -2.851
H: 1.910 3.212 -0.909
H: 3.364 4.015 -1.374
H: 3.338 1.535 -0.951
C: 0.423 -0.742 0.371
C: -0.305 0.578 0.304
O: -1.293 0.447 -0.740
H: -0.268 -1.586 0.443
H: 0.986 -0.740 1.310
H: 1.097 -0.917 -0.466
H: 0.370 1.409 0.084
H: -0.868 0.806 1.212
H: -1.661 1.316 -0.961
C: -3.391 2.468 1.719
C: -4.238 2.783 2.935
O: -3.452 2.645 4.131
H: -3.006 1.456 1.867
H: -2.641 3.208 1.449
H: -4.066 2.398 0.860
H: -5.032 2.033 2.931
H: -4.612 3.805 2.847
H: -4.045 2.858 4.859
C: 0.923 0.362 -3.932
C: 0.814 -1.112 -4.321
O: -0.443 -1.428 -4.858
H: 0.117 0.635 -3.238
H: 0.817 1.027 -4.790
H: 1.831 0.596 -3.371
H: 1.010 -1.708 -3.419
H: 1.638 -1.337 -5.005
H: -1.011 -1.676 -4.106
C: 3.107 -2.283 3.198
C: 4.030 -2.675 2.057
O: 3.519 -2.152 0.828
H: 3.001 -1.202 3.267
H: 3.544 -2.670 4.119
H: 2.148 -2.765 3.003
H: 4.186 -3.755 1.962
H: 5.046 -2.290 2.231
H: 4.103 -2.499 0.131
C: 4.214 -1.523 -2.376
C: 5.202 -2.668 -2.449
O: 5.401 -3.177 -1.113
H: 4.519 -0.673 -1.763
H: 3.270 -1.841 -1.924
H: 3.994 -1.155 -3.379
H: 6.143 -2.357 -2.908
H: 4.803 -3.473 -3.074
H: 5.957 -3.959 -1.190
C: -2.191 2.285 -3.797
C: -1.445 3.111 -2.787
O: -2.127 3.110 -1.530
H: -1.646 2.329 -4.744
H: -3.151 2.753 -4.026
H: -2.275 1.229 -3.544
H: -1.282 4.130 -3.153
H: -0.435 2.718 -2.620
H: -1.667 3.711 -0.910

Löwdin atomic charge list, values in e, 99 entries:
1 C -0.06
2 C -0.29
3 O -0.12
4 H 0.07
5 H 0.08
6 H 0.07
7 H 0.08
8 H 0.10
9 H 0.04
10 C -0.07
11 C -0.26
12 O -0.10
13 H 0.05
14 H 0.08
15 H 0.07
16 H 0.11
17 H 0.11
18 H 0.09
19 C -0.07
20 C -0.30
21 O -0.11
22 H 0.07
23 H 0.07
24 H 0.07
25 H 0.10
26 H 0.11
27 H 0.07
28 C -0.09
29 C -0.34
30 O -0.08
31 H 0.07
32 H 0.06
33 H 0.07
34 H 0.11
35 H 0.09
36 H 0.04
37 C -0.07
38 C -0.32
39 O -0.07
40 H 0.05
41 H 0.08
42 H 0.05
43 H 0.10
44 H 0.09
45 H 0.04
46 C -0.07
47 C -0.31
48 O -0.08
49 H 0.05
50 H 0.08
51 H 0.06
52 H 0.09
53 H 0.11
54 H 0.08
55 C -0.07
56 C -0.26
57 O -0.14
58 H 0.08
59 H 0.07
60 H 0.07
61 H 0.11
62 H 0.11
63 H 0.05
64 C -0.07
65 C -0.28
66 O -0.11
67 H 0.05
68 H 0.07
69 H 0.08
70 H 0.12
71 H 0.08
72 H 0.05
73 C -0.08
74 C -0.30
75 O -0.11
76 H 0.08
77 H 0.07
78 H 0.08
79 H 0.11
80 H 0.12
81 H 0.05
82 C -0.07
83 C -0.33
84 O -0.10
85 H 0.04
86 H 0.08
87 H 0.07
88 H 0.09
89 H 0.11
90 H 0.03
91 C -0.05
92 C -0.24
93 O -0.11
94 H 0.06
95 H 0.07
96 H 0.08
97 H 0.11
98 H 0.09
99 H 0.05



2 unconnected molecules or ions with the total composition C4H12N2O at a distorted geometry, computed with ωB97M-V/def2-TZVPD.

Summary:
ΔE to the lowest compared entry with this formula, charge and spin	156.43	kJ/mol
E	-9367.67791	eV
HOMO energy (spin up / spin down)	1.32 / -5.16	eV
2S+1	2
total charge	-1

Geometry (Å):
C: -1.117 0.515 -0.065
C: 0.071 1.316 0.481
C: 1.365 0.506 0.456
C: 1.386 -0.706 1.001
N: 2.415 -1.653 1.038
N: -2.446 0.943 0.464
H: -1.059 -0.487 0.345
H: -1.234 0.528 -1.144
H: 0.189 2.336 0.120
H: -0.110 1.397 1.561
H: 2.243 0.875 -0.065
H: 0.564 -0.899 1.660
H: 2.695 -1.928 1.957
H: 3.061 -1.484 0.293
H: -2.559 0.520 1.369
H: -2.649 1.918 0.323
H: -0.542 -1.614 -3.843
H: -1.604 -0.907 -2.965
O: -0.669 -1.175 -2.987

Atomic charges from the natural (NBO) analysis, expressed in e, are listed below:
1 C -0.30
2 C -0.46
3 C -0.27
4 C -0.03
5 N -0.85
6 N -0.88
7 H 0.18
8 H 0.20
9 H 0.20
10 H 0.18
11 H 0.19
12 H 0.16
13 H 0.37
14 H 0.38
15 H 0.35
16 H 0.35
17 H 0.31
18 H 0.35
19 O -1.43



A single C6H10 molecule, computed with ωB97M-V/def2-TZVPD.

Summary:
ΔE to the lowest compared entry with this formula, charge and spin	31.07	kJ/mol
E	-6383.53745	eV
HOMO energy	-9.10	eV
total charge	0

Geometry (Å):
C: -1.053 1.262 0.267
C: -0.675 0.109 -0.671
C: -0.714 -1.115 0.221
C: 0.488 -1.343 0.748
C: 1.483 -0.321 0.246
C: 0.818 0.181 -1.043
H: -2.071 1.129 0.644
H: -0.960 2.253 -0.180
H: -0.356 1.231 1.113
H: -1.333 0.049 -1.548
H: -1.652 -1.564 0.539
H: 0.716 -2.044 1.544
H: 1.487 0.514 0.967
H: 2.515 -0.664 0.139
H: 1.038 -0.483 -1.889
H: 1.137 1.192 -1.319

Atomic charges from the natural (NBO) analysis, expressed in e, are listed below:
1 C -0.60
2 C -0.26
3 C -0.19
4 C -0.20
5 C -0.45
6 C -0.39
7 H 0.21
8 H 0.21
9 H 0.20
10 H 0.21
11 H 0.21
12 H 0.21
13 H 0.20
14 H 0.22
15 H 0.21
16 H 0.20



A molecular structure, C53H52FeN8S2Sb at a distorted geometry, computed with ωB97M-V/def2-TZVPD.

Summary:
ΔE to the lowest compared entry with this formula, charge and spin	33.84	kJ/mol
E	-130310.20611	eV
HOMO energy (spin up / spin down)	-12.29 / -12.29	eV
2S+1	6
total charge	+2

Geometry (Å):
Fe: -0.231 -0.164 0.345
N: 0.070 -1.610 -3.990
C: -0.405 -1.263 -2.806
N: 0.211 -0.504 -1.946
C: 1.495 -0.059 -2.251
N: 2.195 0.647 -1.430
N: 1.490 0.921 -0.276
C: 2.024 1.685 0.550
C: 1.203 2.114 1.695
C: 1.678 3.001 2.629
C: 0.817 3.451 3.624
C: -0.472 2.959 3.653
C: -0.849 2.028 2.698
N: -0.039 1.632 1.721
C: 2.066 -0.385 -3.559
C: 3.316 0.087 -3.978
C: 3.782 -0.220 -5.237
C: 3.009 -1.008 -6.100
C: 1.780 -1.483 -5.705
C: 1.312 -1.162 -4.433
H: -0.510 -2.150 -4.614
H: -1.392 -1.640 -2.557
H: 3.027 2.076 0.388
H: 2.707 3.339 2.568
H: 1.150 4.172 4.361
H: -1.187 3.293 4.395
H: -1.844 1.598 2.712
H: 3.891 0.704 -3.300
H: 4.744 0.154 -5.565
H: 3.377 -1.242 -7.092
H: 1.179 -2.091 -6.374
S: -4.601 -1.693 0.470
C: -4.546 -0.925 -1.083
C: -5.572 -0.782 -2.017
C: -5.301 -0.078 -3.173
C: -4.035 0.484 -3.387
C: -3.023 0.333 -2.461
C: -3.277 -0.393 -1.294
N: -2.382 -0.625 -0.237
C: -2.961 -1.271 0.745
C: -2.236 -1.550 1.990
C: -2.776 -2.230 3.077
C: -2.008 -2.411 4.216
C: -0.713 -1.905 4.277
C: -0.175 -1.228 3.184
C: -0.938 -1.056 2.025
H: -6.553 -1.206 -1.836
H: -6.081 0.055 -3.914
H: -3.853 1.055 -4.291
H: -2.052 0.788 -2.609
H: -3.790 -2.616 3.037
H: -2.419 -2.947 5.063
H: -0.121 -2.039 5.176
H: 0.841 -0.849 3.241
C: 2.057 4.500 -1.149
C: 1.052 5.023 -0.141
C: 1.425 6.059 0.717
C: 0.529 6.600 1.632
C: -0.766 6.105 1.711
C: -1.158 5.070 0.868
C: -0.263 4.533 -0.064
Sb: -0.912 2.997 -1.399
C: -3.022 3.039 -0.970
C: -3.322 2.267 0.154
C: -4.616 2.146 0.642
C: -5.643 2.797 -0.023
C: -5.362 3.553 -1.153
C: -4.064 3.694 -1.653
C: -3.860 4.541 -2.885
C: -0.652 4.077 -3.232
C: -0.628 5.476 -3.181
C: -0.462 6.224 -4.336
C: -0.308 5.576 -5.557
C: -0.321 4.191 -5.609
C: -0.489 3.421 -4.455
C: -0.530 1.912 -4.590
H: 3.078 4.613 -0.775
H: 1.990 5.058 -2.085
H: 1.896 3.444 -1.395
H: 2.437 6.453 0.659
H: 0.843 7.411 2.280
H: -1.473 6.528 2.417
H: -2.172 4.688 0.930
H: -2.522 1.730 0.647
H: -4.820 1.549 1.526
H: -6.663 2.712 0.331
H: -6.174 4.057 -1.669
H: -4.821 4.824 -3.316
H: -3.285 4.017 -3.648
H: -3.319 5.458 -2.647
H: -0.741 5.991 -2.233
H: -0.448 7.307 -4.284
H: -0.171 6.149 -6.466
H: -0.201 3.688 -6.566
H: 0.207 1.566 -5.318
H: -1.515 1.579 -4.935
H: -0.323 1.426 -3.634
C: 4.905 -2.725 0.534
C: 4.027 -1.852 -0.347
N: 3.156 -2.662 -1.216
C: 1.880 -2.954 -0.997
S: 0.992 -2.401 0.390
N: 1.251 -3.739 -1.875
C: 1.870 -4.395 -3.030
C: 2.599 -5.685 -2.670
H: 5.556 -2.099 1.148
H: 5.540 -3.383 -0.064
H: 4.292 -3.339 1.197
H: 4.627 -1.215 -0.995
H: 3.389 -1.217 0.254
H: 3.633 -3.177 -1.940
H: 0.346 -4.063 -1.570
H: 2.542 -3.684 -3.516
H: 1.069 -4.606 -3.735
H: 3.415 -5.509 -1.966
H: 3.018 -6.135 -3.572
H: 1.912 -6.403 -2.222

Löwdin atomic charge list, values in e, 99 entries:
1 Fe 0.83
2 N 0.16
3 C -0.17
4 N 0.05
5 C -0.32
6 N 0.12
7 N -0.11
8 C -0.08
9 C -0.27
10 C 0.01
11 C -0.01
12 C -0.01
13 C -0.10
14 N 0.04
15 C -0.10
16 C 0.00
17 C -0.04
18 C -0.04
19 C -0.01
20 C -0.20
21 H 0.17
22 H 0.14
23 H 0.15
24 H 0.13
25 H 0.13
26 H 0.13
27 H 0.12
28 H 0.12
29 H 0.12
30 H 0.12
31 H 0.13
32 S 1.18
33 C -0.45
34 C -0.06
35 C -0.05
36 C -0.05
37 C -0.08
38 C -0.32
39 N 0.03
40 C -0.52
41 C -0.26
42 C -0.03
43 C -0.05
44 C -0.05
45 C -0.13
46 C -0.29
47 H 0.12
48 H 0.12
49 H 0.11
50 H 0.03
51 H 0.11
52 H 0.12
53 H 0.12
54 H 0.10
55 C -0.06
56 C -0.32
57 C -0.05
58 C -0.07
59 C -0.08
60 C -0.11
61 C -0.34
62 Sb 1.60
63 C -0.33
64 C -0.20
65 C -0.08
66 C -0.06
67 C -0.03
68 C -0.27
69 C -0.04
70 C -0.34
71 C -0.14
72 C -0.06
73 C -0.06
74 C -0.04
75 C -0.30
76 C -0.06
77 H 0.09
78 H 0.09
79 H 0.03
80 H 0.12
81 H 0.11
82 H 0.11
83 H 0.09
84 H 0.04
85 H 0.11
86 H 0.11
87 H 0.12
88 H 0.08
89 H 0.07
90 H 0.08
91 H 0.10
92 H 0.11
93 H 0.11
94 H 0.12
95 H 0.09
96 H 0.08
97 H 0.00
98 C -0.06
99 C -0.25



Question: Which of these has the highest ΔE to the lowest compared entry with this formula, charge and spin?
Answer: C4H12N2O